# C47H81N11O3

A 12-piece molecular cluster, C47H81N11O3 overall at a distorted geometry (ωB97M-V with the def2-TZVPD basis set, OMol25).

Cartesian coordinates (Å):
1 C -1.7606 -3.1781 4.4523
2 C -2.4190 -3.9862 3.3785
3 O -2.3661 -3.0381 2.3505
4 C -2.2510 -1.8048 2.8013
5 O -2.4508 -0.7752 2.1153
6 O -1.9657 -1.8318 4.0760
7 H -0.7012 -3.4321 4.4146
8 H -2.2404 -3.2773 5.4260
9 H -3.4220 -4.3578 3.5882
10 H -1.9148 -4.9055 3.0803
11 C 4.3852 1.8465 -0.2226
12 C 5.7147 1.2014 0.3637
13 C 5.4665 0.1069 1.3276
14 C 4.4863 -0.9227 0.9441
15 N 3.7482 -1.7027 0.5826
16 H 3.8776 1.1971 -0.9359
17 H 4.5497 2.8174 -0.6900
18 H 3.6938 2.0507 0.5949
19 H 6.3768 1.9446 0.8080
20 H 6.3012 0.8163 -0.4704
21 H 5.2019 0.5279 2.2975
22 H 6.4349 -0.3811 1.4378
23 C 1.4368 -0.7518 3.6566
24 C 2.7761 -0.4433 4.4566
25 C 3.8362 -1.5597 4.4285
26 C 3.4504 -2.9512 4.7120
27 N 3.1594 -4.0773 4.9314
28 H 1.6179 -1.1871 2.6739
29 H 0.7979 0.1307 3.6241
30 H 0.8546 -1.4884 4.2103
31 H 2.5687 -0.1958 5.4976
32 H 3.3030 0.3968 4.0040
33 H 4.6938 -1.3848 5.0781
34 H 4.2290 -1.4882 3.4143
35 C -1.9486 0.7902 -6.0155
36 C -0.9280 1.3622 -4.9492
37 C -1.3655 1.1598 -3.5180
38 C -2.5430 1.9169 -3.0986
39 N -3.4724 2.4810 -2.7657
40 H -2.9226 1.2761 -5.9582
41 H -2.1063 -0.2869 -5.9614
42 H -1.5634 0.9515 -7.0223
43 H -0.7236 2.4076 -5.1804
44 H -0.0428 0.7452 -5.1037
45 H -0.6166 1.4603 -2.7853
46 H -1.3809 0.1228 -3.1826
47 C 4.3992 -4.5195 -4.5092
48 C 3.6702 -3.5333 -3.5893
49 C 2.1865 -3.7745 -3.4210
50 C 1.9253 -5.1815 -3.1652
51 N 1.6943 -6.3096 -3.0258
52 H 5.4333 -4.2781 -4.7554
53 H 3.8975 -4.5236 -5.4769
54 H 4.4283 -5.5266 -4.0933
55 H 3.7912 -2.4998 -3.9138
56 H 4.0846 -3.6667 -2.5900
57 H 1.6307 -3.4750 -4.3095
58 H 1.9269 -3.1389 -2.5744
59 C -2.5789 6.5710 0.4937
60 C -1.5124 6.4991 -0.5867
61 C -0.8158 5.1312 -0.5924
62 C 0.0643 4.9269 0.5540
63 N 0.7173 4.8504 1.5298
64 H -3.0269 7.5616 0.5709
65 H -2.0709 6.3817 1.4393
66 H -3.2710 5.7324 0.4179
67 H -0.7227 7.2442 -0.4910
68 H -1.9545 6.7080 -1.5609
69 H -0.1716 5.0827 -1.4703
70 H -1.4744 4.2831 -0.7793
71 C -5.3690 -1.3937 -1.4390
72 C -4.0147 -1.6562 -0.7113
73 C -3.1504 -2.8206 -1.1473
74 C -3.8284 -4.1401 -1.2116
75 N -4.3014 -5.2142 -1.3346
76 H -6.0117 -2.2702 -1.3560
77 H -5.1762 -1.1597 -2.4859
78 H -6.0252 -0.6648 -0.9635
79 H -4.2239 -1.9697 0.3114
80 H -3.4243 -0.7508 -0.5702
81 H -2.3644 -2.9504 -0.4034
82 H -2.7235 -2.5849 -2.1221
83 C 2.3876 -4.8985 1.0652
84 C 1.5307 -6.1195 1.4502
85 C 0.6115 -6.5765 0.3454
86 C -0.0907 -5.5235 -0.4705
87 N -0.6629 -4.7464 -1.1446
88 H 3.1059 -4.6847 1.8567
89 H 1.8587 -3.9580 0.9111
90 H 2.9593 -4.9083 0.1373
91 H 0.8584 -5.8626 2.2688
92 H 2.2515 -6.8998 1.6945
93 H -0.1178 -7.3257 0.6537
94 H 1.2250 -7.1480 -0.3511
95 C -4.9376 1.6556 0.7808
96 C -5.7676 2.2477 -0.2482
97 C -5.7709 3.8042 -0.3637
98 C -6.0738 4.4507 0.8754
99 N -6.2765 4.8504 1.9222
100 H -5.2599 2.1276 1.7089
101 H -3.8957 1.9435 0.6406
102 H -4.9405 0.5785 0.9482
103 H -6.7955 1.9349 -0.0648
104 H -5.4141 1.9365 -1.2312
105 H -6.4886 4.1589 -1.1033
106 H -4.8263 4.1864 -0.7506
107 C -0.7058 1.5261 -0.0855
108 C 0.2228 0.5938 0.6651
109 C 0.4614 -0.7623 0.0511
110 C 0.9874 -0.7082 -1.3692
111 N 1.3578 -0.7169 -2.5091
112 H -0.2187 1.9742 -0.9515
113 H -0.9789 2.3344 0.5928
114 H -1.6564 1.0886 -0.3907
115 H -0.0917 0.5157 1.7058
116 H 1.1879 1.0929 0.5782
117 H -0.3785 -1.4343 0.2276
118 H 1.1787 -1.3956 0.5731
119 C -2.5363 2.2878 3.7440
120 C -2.0281 1.6223 5.0277
121 C -1.2053 2.4903 6.0554
122 C -1.8002 3.8366 6.3584
123 N -2.2528 4.8762 6.6333
124 H -3.0397 3.2159 4.0149
125 H -3.3566 1.7439 3.2756
126 H -1.8001 2.4390 2.9546
127 H -1.4480 0.7493 4.7282
128 H -2.8822 1.2329 5.5817
129 H -0.2063 2.5583 5.6247
130 H -1.1407 1.9275 6.9866
131 C 5.4829 2.6871 -3.6573
132 C 4.4467 2.5098 -4.7997
133 C 3.0038 2.0941 -4.4140
134 C 2.4288 2.8667 -3.3380
135 N 1.9457 3.5387 -2.5066
136 H 5.2320 3.4196 -2.8901
137 H 6.4504 2.9940 -4.0547
138 H 5.7722 1.7512 -3.1794
139 H 4.8219 1.8355 -5.5696
140 H 4.3428 3.4832 -5.2790
141 H 3.0788 1.0364 -4.1616
142 H 2.3615 2.2002 -5.2882

Results
LUMO: 0.1063 eV
Maximum force: 0.102 hartree/bohr
Total energy: -2667.3530 Eh
Orbital gap: 10.99 eV
SMILES: O=C1OCCO1.CCCC#N.CCCC#N.CCCC#N.CCCC#N.CCCC#N.CCCC#N.CCCC#N.CCCC#N.CCCC#N.CCCC#N.CCCC#N
Energy relative to the best compared isomer or geometry (same formula, charge and spin): 266.3 kJ/mol

***

# C47H81N9O6S2

A 9-piece molecular cluster, C47H81N9O6S2 overall at a distorted geometry (ωB97M-V with the def2-TZVPD basis set, OMol25).

Cartesian coordinates (Å):
1 C -2.5585 4.1542 -0.1252
2 C -1.6483 4.1080 1.0873
3 O -1.4046 2.7819 1.5236
4 C -0.4766 2.0447 0.7320
5 C -1.1817 0.7806 0.2148
6 C -0.3479 -0.5108 0.1641
7 C -1.1364 -1.8315 0.2680
8 C -2.6269 -1.6575 0.5459
9 C -3.3831 -2.9452 0.8727
10 S -4.8298 -2.5898 1.9171
11 C -5.8681 -1.9155 0.6249
12 S -6.8558 -2.8574 -0.2532
13 N -5.6990 -0.5424 0.4844
14 C -6.1756 -0.0034 -0.8001
15 C -5.8416 1.4773 -0.8932
16 O -6.4158 2.2114 0.1926
17 C -5.8840 1.6716 1.3986
18 C -6.3423 0.2404 1.5569
19 O 0.6941 -0.5264 1.1774
20 C 1.8317 -0.0331 0.6826
21 O 2.8582 0.1130 1.3031
22 O 1.6759 0.2827 -0.6309
23 C 0.5444 -0.4607 -1.0964
24 O 0.9549 -1.7383 -1.4846
25 H -3.5007 3.6581 0.1054
26 H -2.0983 3.6751 -0.9888
27 H -2.7896 5.1903 -0.3790
28 H -2.1349 4.6092 1.9248
29 H -0.6990 4.6236 0.9067
30 H 0.3661 1.8069 1.3789
31 H -0.1475 2.6644 -0.1038
32 H -2.0737 0.6753 0.8190
33 H -1.5225 0.9755 -0.8032
34 H -0.9956 -2.4102 -0.6433
35 H -0.6774 -2.4242 1.0605
36 H -3.1116 -1.1716 -0.3019
37 H -2.7496 -0.9832 1.3900
38 H -3.7780 -3.3911 -0.0399
39 H -2.7840 -3.6929 1.3869
40 H -5.7122 -0.5525 -1.6094
41 H -7.2648 -0.0958 -0.8580
42 H -6.3023 1.8665 -1.8006
43 H -4.7653 1.6568 -0.9314
44 H -6.1645 2.2914 2.2477
45 H -4.7918 1.6976 1.3187
46 H -6.1370 -0.1387 2.5556
47 H -7.4246 0.2152 1.3805
48 H 0.1498 0.0704 -1.9598
49 H 1.5580 -1.6391 -2.2314
50 C -1.3622 -3.9017 -3.6212
51 C -2.6855 -4.6459 -3.5414
52 C -3.8023 -3.9298 -4.3049
53 C -4.0425 -2.5918 -3.7690
54 N -4.2206 -1.5390 -3.3370
55 H -1.4334 -2.9106 -3.1679
56 H -0.5850 -4.4498 -3.0946
57 H -1.0451 -3.7770 -4.6585
58 H -2.9810 -4.7629 -2.4965
59 H -2.5690 -5.6487 -3.9541
60 H -4.7352 -4.4910 -4.2406
61 H -3.5421 -3.8316 -5.3601
62 C 2.9676 -5.6738 -5.8405
63 C 2.9406 -4.7880 -4.6022
64 C 3.1649 -5.5714 -3.3008
65 C 2.1244 -6.5785 -3.0983
66 N 1.2914 -7.3643 -2.9669
67 H 2.1662 -6.4137 -5.8175
68 H 2.8363 -5.0709 -6.7384
69 H 3.9176 -6.2050 -5.9251
70 H 1.9864 -4.2622 -4.5516
71 H 3.7151 -4.0246 -4.6844
72 H 3.1564 -4.9016 -2.4396
73 H 4.1315 -6.0771 -3.3156
74 C -6.5074 4.8125 5.2161
75 C -6.2028 3.9077 6.4040
76 C -4.7567 3.3980 6.4092
77 C -4.4628 2.6107 5.2135
78 N -4.2496 1.9937 4.2639
79 H -6.3921 4.2789 4.2715
80 H -7.5327 5.1780 5.2649
81 H -5.8423 5.6779 5.2001
82 H -6.8843 3.0554 6.4004
83 H -6.3776 4.4516 7.3333
84 H -4.5720 2.7700 7.2809
85 H -4.0566 4.2341 6.4471
86 C 5.8631 -2.9435 2.5250
87 C 4.6770 -2.6025 1.6317
88 C 3.9076 -3.8402 1.1553
89 C 4.7535 -4.7301 0.3605
90 N 5.4406 -5.4156 -0.2616
91 H 6.6025 -3.5455 1.9922
92 H 6.3602 -2.0341 2.8623
93 H 5.5468 -3.4988 3.4097
94 H 5.0222 -2.0392 0.7630
95 H 3.9841 -1.9562 2.1684
96 H 3.0583 -3.5454 0.5362
97 H 3.5201 -4.4025 2.0064
98 C 9.9112 -4.1137 2.4957
99 C 10.2523 -2.7138 2.0010
100 C 10.8226 -1.8126 3.1022
101 C 9.8637 -1.6300 4.1908
102 N 9.0900 -1.5039 5.0353
103 H 9.1399 -4.0859 3.2665
104 H 9.5340 -4.7249 1.6762
105 H 10.7889 -4.6130 2.9101
106 H 9.3597 -2.2451 1.5825
107 H 10.9848 -2.7797 1.1948
108 H 11.0715 -0.8284 2.7041
109 H 11.7347 -2.2448 3.5168
110 C -5.7710 6.4212 -3.3761
111 C -6.4253 5.5714 -2.2933
112 C -5.4485 5.1504 -1.1895
113 C -4.3529 4.3434 -1.7203
114 N -3.5020 3.6915 -2.1445
115 H -4.9844 5.8685 -3.8914
116 H -6.5045 6.7240 -4.1228
117 H -5.3294 7.3254 -2.9528
118 H -6.8640 4.6786 -2.7423
119 H -7.2418 6.1290 -1.8321
120 H -5.9579 4.5533 -0.4308
121 H -5.0207 6.0287 -0.7019
122 C 3.2412 2.5244 3.5992
123 C 3.5289 3.9102 3.0355
124 C 4.0052 4.9077 4.0987
125 C 2.9993 5.1093 5.1405
126 N 2.1951 5.2548 5.9528
127 H 2.4374 2.5574 4.3366
128 H 2.9393 1.8440 2.8038
129 H 4.1271 2.1047 4.0800
130 H 2.6322 4.3043 2.5524
131 H 4.2999 3.8366 2.2663
132 H 4.2204 5.8778 3.6490
133 H 4.9205 4.5495 4.5727
134 C 3.3638 0.9435 -3.4227
135 C 4.5929 0.7012 -4.2893
136 C 4.2448 0.5418 -5.7738
137 C 3.3670 -0.6141 -5.9498
138 N 2.6757 -1.5353 -6.0000
139 H 2.6630 0.1087 -3.4869
140 H 3.6482 1.0531 -2.3776
141 H 2.8366 1.8494 -3.7273
142 H 5.1101 -0.1988 -3.9522
143 H 5.2909 1.5312 -4.1734
144 H 5.1434 0.3841 -6.3704
145 H 3.7406 1.4307 -6.1559

Results
LUMO: 0.0924 eV
Maximum force: 0.062 hartree/bohr
Total energy: -3579.9769 Eh
Orbital gap: 8.19 eV
SMILES: CCOCC[C@]1(CCCSC(=S)N2CCOCC2)OC(=O)O[C@H]1O.CCCC#N.CCCC#N.CCCC#N.CCCC#N.CCCC#N.CCCC#N.CCCC#N.CCCC#N

***

# C47H98F11N6O11S2

C47H98F11N6O11S2 as an isolated structure at a distorted geometry (ωB97M-V with the def2-TZVPD basis set, OMol25).

Cartesian coordinates (Å):
1 C 10.2220 -21.5933 5.6074
2 C 10.4668 -21.9969 4.1495
3 C 9.6585 -20.9559 3.4037
4 N 9.8283 -20.9314 1.9366
5 C 9.1620 -22.1495 1.3612
6 C 9.4483 -19.6116 1.1527
7 C 10.2804 -19.6742 -0.0940
8 C 11.6086 -20.5279 0.2640
9 C 11.3041 -21.1697 1.6162
10 H 10.8064 -22.1458 6.2878
11 H 9.1859 -21.8084 5.7705
12 H 10.4878 -20.4985 5.6709
13 H 10.0820 -22.9998 3.8514
14 H 11.5205 -21.9247 3.8615
15 H 9.9586 -20.0117 3.7580
16 H 8.5759 -21.0269 3.6504
17 H 9.7404 -22.6680 0.6089
18 H 8.1483 -21.9351 0.9708
19 H 9.0189 -22.8545 2.1806
20 H 8.3807 -19.6102 1.0349
21 H 9.5783 -18.7728 1.7961
22 H 9.7203 -20.2652 -0.8055
23 H 10.5250 -18.7368 -0.5685
24 H 11.9313 -21.2178 -0.5517
25 H 12.4708 -19.8214 0.3321
26 H 11.4254 -22.3104 1.8121
27 H 11.8756 -20.6135 2.4177
28 C 9.8239 -29.6686 6.2373
29 C 9.9013 -28.1838 6.2029
30 C 8.9662 -27.5082 7.2214
31 N 9.4015 -26.1483 7.5819
32 C 8.3678 -25.3698 8.1769
33 C 9.8098 -25.4344 6.1982
34 C 11.2311 -24.9834 6.3081
35 C 11.4810 -24.8991 7.8604
36 C 10.6832 -26.1006 8.3718
37 H 8.8114 -30.0829 6.2747
38 H 10.2869 -30.0052 7.1546
39 H 10.3337 -30.2491 5.4285
40 H 9.5579 -27.8803 5.1945
41 H 10.9261 -27.8096 6.3619
42 H 8.9885 -28.1754 8.1346
43 H 7.9018 -27.4340 6.9060
44 H 7.5546 -25.2767 7.4956
45 H 8.8481 -24.4206 8.3533
46 H 7.9240 -25.9100 9.0089
47 H 9.0852 -24.5906 6.0987
48 H 9.6291 -26.2400 5.5129
49 H 11.4074 -23.9786 5.8441
50 H 11.9919 -25.6344 5.7930
51 H 11.2433 -23.9315 8.2849
52 H 12.5424 -25.0965 8.1378
53 H 10.5801 -26.1980 9.4129
54 H 11.2084 -26.9869 8.1298
55 C 7.4340 -32.1602 -4.2525
56 C 7.0734 -31.1035 -3.1547
57 C 6.0355 -30.0740 -3.6708
58 N 6.5265 -28.7641 -4.3497
59 C 7.0376 -28.9083 -5.7484
60 C 7.6036 -28.0960 -3.4353
61 C 7.6070 -26.6049 -3.8792
62 C 6.1334 -26.3857 -4.5300
63 C 5.4408 -27.7482 -4.3055
64 H 7.7770 -33.1598 -3.9150
65 H 8.3505 -31.9128 -4.8504
66 H 6.6521 -32.2937 -4.9705
67 H 7.9322 -30.5582 -2.7274
68 H 6.5728 -31.6894 -2.3467
69 H 5.4098 -29.6191 -2.9583
70 H 5.4269 -30.5039 -4.4442
71 H 6.2586 -29.3343 -6.4108
72 H 7.8837 -29.5681 -5.7444
73 H 7.2259 -27.9544 -6.2618
74 H 8.5731 -28.5857 -3.6221
75 H 7.0732 -28.2482 -2.4860
76 H 8.5023 -26.4215 -4.4753
77 H 7.6748 -26.0506 -2.9781
78 H 6.1302 -26.1216 -5.5479
79 H 5.7045 -25.5365 -4.0018
80 H 4.8124 -27.9595 -5.1395
81 H 4.9766 -27.8901 -3.3482
82 C 1.4621 -26.0621 1.7996
83 C 2.1856 -24.9851 1.0061
84 C 3.6828 -25.1486 1.0349
85 N 4.5521 -24.1154 0.2654
86 C 4.3965 -22.6221 0.7581
87 C 6.1027 -24.3792 0.4363
88 C 6.6420 -24.0207 -0.9400
89 C 5.4911 -23.5346 -1.7994
90 C 4.2964 -24.2467 -1.1986
91 H 2.1496 -26.5435 2.4951
92 H 1.0618 -26.8233 1.1818
93 H 0.6016 -25.6681 2.3530
94 H 2.1052 -23.9825 1.3336
95 H 1.9571 -24.9483 -0.0468
96 H 4.0970 -26.1236 0.6787
97 H 4.0290 -25.1699 2.0714
98 H 3.2981 -22.4105 0.6479
99 H 5.0484 -21.9893 0.0881
100 H 4.7388 -22.5693 1.7674
101 H 6.4708 -23.7669 1.3054
102 H 6.2808 -25.4181 0.5920
103 H 7.5405 -23.3370 -1.0555
104 H 6.9252 -24.9890 -1.3365
105 H 5.3706 -22.5148 -1.7540
106 H 5.6503 -23.7727 -2.8597
107 H 3.2911 -23.8668 -1.4548
108 H 4.3172 -25.3258 -1.4664
109 C 11.8163 -28.8915 -0.8442
110 C 13.3264 -28.8112 -0.9956
111 O 14.0404 -29.7379 -0.6690
112 N 13.7791 -27.6504 -1.5114
113 H 13.0827 -26.8848 -1.5740
114 H 11.9650 -24.9855 1.1145
115 C 15.1183 -27.4398 -1.9798
116 H 11.5237 -29.8753 -0.4063
117 H 11.3024 -28.7654 -1.8036
118 H 11.4027 -28.0965 -0.2319
119 H 15.1664 -26.6603 -2.8320
120 H 15.4250 -28.3883 -2.4043
121 H 15.7441 -27.0287 -1.2083
122 C 4.9017 -28.3685 -0.4711
123 O 5.8624 -29.4100 -0.4496
124 O 5.1943 -27.3915 -1.3073
125 C 3.6190 -29.0304 -0.8152
126 F 2.5564 -28.2269 -0.4251
127 F 3.5391 -29.2447 -2.1448
128 F 3.3999 -30.2542 -0.2231
129 C 6.8249 -29.1433 0.5432
130 C 8.0823 -28.3154 0.1998
131 H 8.8164 -28.8568 -0.5165
132 H 7.9408 -27.2921 -0.2333
133 H 8.6367 -28.4222 1.1698
134 H 7.0602 -30.1692 0.9085
135 H 6.3002 -28.7313 1.3886
136 H 4.7886 -28.0566 0.5846
137 C 6.6664 -23.3621 4.4016
138 O 7.5628 -22.9010 5.4956
139 O 7.0016 -22.8348 3.2863
140 C 6.8619 -24.9381 4.3614
141 F 6.0535 -25.5374 3.4204
142 F 8.1454 -25.2015 4.0420
143 F 6.5951 -25.6297 5.5197
144 C 6.8689 -22.4668 6.6646
145 C 6.5340 -21.0307 6.6159
146 H 6.3013 -20.7840 5.5118
147 H 5.7551 -20.7588 7.2946
148 H 7.4442 -20.3916 6.8155
149 H 7.5909 -22.5910 7.5065
150 H 5.9405 -23.0853 6.8784
151 H 5.5943 -23.2560 4.7207
152 C 12.7652 -25.1433 2.9443
153 O 14.0796 -25.1633 2.7918
154 O 11.9269 -24.4734 1.9249
155 C 12.2884 -26.6019 3.1120
156 F 12.9468 -27.3763 3.9995
157 F 10.9658 -26.7388 3.6132
158 F 12.2944 -27.2350 1.9654
159 C 14.8243 -24.1974 3.5447
160 C 16.2674 -24.6338 3.5982
161 H 16.5144 -25.1977 2.6472
162 H 17.1007 -23.8541 3.5668
163 H 16.5319 -25.3171 4.4003
164 H 14.2965 -24.1202 4.4794
165 H 14.6402 -23.2618 3.0270
166 H 12.3652 -24.5753 3.7766
167 N 10.1867 -23.3181 -1.7461
168 S 10.9667 -22.4909 -2.8341
169 O 12.3788 -22.5038 -2.8078
170 O 10.2249 -21.2315 -2.8750
171 F 10.6107 -23.2649 -4.1520
172 S 10.6139 -24.7230 -1.2908
173 O 9.7164 -25.2010 -0.2916
174 O 12.0071 -24.9245 -0.9526
175 F 10.3247 -25.6443 -2.5100

Results
LUMO: -1.6108 eV
Maximum force: 0.069 hartree/bohr
Total energy: -4900.2879 Eh
Orbital gap: 8.21 eV
Net charge: +1